Entry 1:
This record from the Open Molecules 2025 dataset describes 10 unconnected molecules or ions with the total composition C59H99N9O4P2SSi2. The level of theory is ωB97M-V/def2-TZVPD.

Values from the calculation:
Kohn-Sham gap = 8.69 eV
HOMO = -0.2990 hartree
Max |F| = 0.01376 Eh/bohr
DFT total energy = -129562.81493 eV
SMILES = CCCC[Si@@](CCC(C)C)(CCP(=O)(OCC)OCC)O[Si@](CCC)([PH2]=S)[C@H](C)CCC.c1cc[nH]c1.c1cc[nH]c1.c1cc[nH]c1.c1cc[nH]c1.c1cc[nH]c1.c1cc[nH]c1.c1cc[nH]c1.c1cc[nH]c1.c1cc[nH]c1
E_LUMO = 0.55 eV

Structure (XYZ):
```
176
Properties=species:S:1:pos:R:3:lowdin_charge:R:1
C -0.63 2.81 3.58 -0.0949
C -1.11 1.51 2.94 -0.2629
C -1.64 0.51 3.97 -0.2544
C -2.50 -0.65 3.43 -0.2268
Si -1.87 -1.52 1.91 0.4920
C 0.00 -1.62 1.94 -0.1940
C 0.67 -1.32 0.58 -0.2290
C 1.54 -0.05 0.56 -0.4157
C 2.18 0.06 -0.83 -0.0832
C 2.64 -0.05 1.65 -0.0578
C -2.60 -3.25 1.89 -0.2504
C -2.74 -3.94 0.52 -0.2571
P -1.20 -4.70 -0.03 0.4882
O -0.17 -4.88 1.01 -0.2480
O -0.76 -3.78 -1.26 -0.2199
C 0.07 -4.37 -2.29 -0.2415
C 0.78 -3.27 -3.07 -0.0466
O -1.68 -6.06 -0.72 -0.2188
C -0.93 -7.27 -0.55 -0.2725
C -1.42 -8.29 -1.56 -0.0729
O -2.31 -0.74 0.48 -0.2642
Si -3.73 -0.07 0.03 0.3670
C -4.09 1.59 0.78 -0.2650
C -3.30 2.73 0.12 -0.3117
C -3.68 4.10 0.70 -0.1069
P -5.56 -1.35 0.53 0.2370
S -6.26 -1.20 2.36 0.0438
C -3.66 0.04 -1.85 -0.3926
C -4.04 -1.29 -2.54 -0.1109
C -2.21 0.40 -2.23 -0.2460
C -2.10 1.14 -3.56 -0.2526
C -0.66 1.54 -3.92 -0.0885
H -1.48 3.45 3.86 0.0698
H 0.03 3.37 2.91 0.0692
H -0.07 2.60 4.49 0.0668
H -0.26 1.06 2.40 0.0759
H -1.88 1.72 2.19 0.0714
H -2.24 1.07 4.70 0.1080
H -0.79 0.11 4.52 0.0971
H -3.54 -0.33 3.33 0.0405
H -2.53 -1.44 4.19 0.0910
H 0.26 -2.64 2.26 0.0763
H 0.39 -0.95 2.70 0.0576
H -0.08 -1.23 -0.21 0.0743
H 1.31 -2.16 0.30 0.1185
H 0.90 0.84 0.67 0.1167
H 1.48 -0.22 -1.62 0.0540
H 3.05 -0.60 -0.91 0.0762
H 2.51 1.09 -1.03 0.0789
H 2.71 -1.01 2.16 0.0713
H 2.48 0.74 2.39 0.0689
H 3.61 0.14 1.19 0.0593
H -1.93 -3.85 2.51 0.0765
H -3.57 -3.24 2.40 0.0689
H -3.06 -3.24 -0.26 0.0403
H -3.49 -4.73 0.54 0.0985
H -0.59 -4.96 -2.93 0.1168
H 0.80 -5.03 -1.81 0.1130
H 1.86 -3.43 -3.10 0.0799
H 0.62 -2.31 -2.57 0.0586
H 0.38 -3.18 -4.08 0.0564
H 0.14 -7.07 -0.66 0.1092
H -1.07 -7.63 0.48 0.1206
H -1.17 -7.98 -2.58 0.0752
H -2.50 -8.40 -1.49 0.0796
H -0.95 -9.26 -1.36 0.0798
H -5.16 1.77 0.63 0.0906
H -3.90 1.59 1.86 0.0685
H -3.45 2.74 -0.96 0.0943
H -2.22 2.57 0.28 0.0930
H -2.90 4.84 0.52 0.0716
H -4.63 4.44 0.30 0.0738
H -3.81 4.01 1.79 0.0686
H -6.47 -0.90 -0.45 -0.0541
H -5.35 -2.67 0.10 -0.0629
H -4.34 0.83 -2.20 0.1041
H -3.68 -2.14 -1.96 0.0540
H -5.11 -1.39 -2.72 0.0769
H -3.52 -1.34 -3.50 0.0500
H -1.65 -0.54 -2.29 0.1102
H -1.69 0.99 -1.46 0.0939
H -2.72 2.05 -3.50 0.0981
H -2.51 0.51 -4.36 0.1014
H -0.67 2.47 -4.49 0.0556
H -0.17 0.76 -4.51 0.0680
H -0.07 1.71 -3.01 0.0668
C 6.99 -0.73 2.04 -0.1038
C 6.47 -0.86 0.73 -0.1183
C 6.92 0.22 0.01 -0.1548
N 7.68 0.99 0.84 0.0011
C 7.73 0.42 2.08 -0.1387
H 6.84 -1.40 2.87 0.0760
H 5.84 -1.65 0.35 0.0942
H 6.75 0.50 -1.02 0.1099
H 8.13 1.85 0.58 0.1405
H 8.29 0.88 2.88 0.1038
C -0.51 3.74 -7.61 -0.1086
C -1.83 3.83 -7.09 -0.1164
C -2.38 4.98 -7.58 -0.1479
N -1.45 5.58 -8.39 0.0025
C -0.31 4.83 -8.42 -0.1396
H 0.21 2.96 -7.43 0.0894
H -2.32 3.14 -6.43 0.0805
H -3.35 5.41 -7.43 0.0928
H -1.59 6.45 -8.88 0.1425
H 0.54 5.13 -9.00 0.1053
C -7.66 6.89 1.85 -0.1109
C -6.49 6.33 2.43 -0.1174
C -5.47 7.23 2.25 -0.1485
N -5.98 8.31 1.57 -0.0013
C -7.31 8.11 1.32 -0.1445
H -8.64 6.44 1.81 0.0893
H -6.40 5.38 2.93 0.0898
H -4.43 7.20 2.54 0.1043
H -5.46 9.12 1.30 0.1408
H -7.90 8.84 0.80 0.1035
C 1.15 1.66 8.60 -0.1224
C -0.08 1.19 8.06 -0.1137
C -1.03 2.14 8.31 -0.1393
N -0.42 3.17 8.98 0.0023
C 0.90 2.89 9.17 -0.1418
H 2.10 1.15 8.59 0.0830
H -0.24 0.26 7.55 0.0873
H -2.08 2.18 8.07 0.1064
H -0.88 4.00 9.30 0.1431
H 1.55 3.57 9.68 0.1046
C -7.18 3.91 -4.93 -0.1084
C -5.86 3.49 -4.62 -0.1077
C -5.02 4.50 -4.98 -0.1499
N -5.78 5.52 -5.49 0.0015
C -7.10 5.16 -5.46 -0.1409
H -8.09 3.35 -4.77 0.0901
H -5.56 2.55 -4.18 0.0792
H -3.94 4.59 -4.92 0.0966
H -5.42 6.39 -5.84 0.1382
H -7.87 5.83 -5.82 0.1048
C -1.96 -3.34 -7.65 -0.1091
C -3.02 -3.99 -6.95 -0.1078
C -3.01 -3.51 -5.67 -0.1461
N -2.00 -2.60 -5.57 0.0025
C -1.36 -2.48 -6.77 -0.1425
H -1.69 -3.48 -8.68 0.0898
H -3.70 -4.72 -7.34 0.0897
H -3.64 -3.73 -4.83 0.1041
H -1.76 -2.09 -4.73 0.1134
H -0.53 -1.81 -6.90 0.1052
C 9.31 -1.28 -4.41 -0.1160
C 8.56 -2.27 -3.73 -0.1116
C 8.63 -1.99 -2.39 -0.1473
N 9.40 -0.87 -2.24 0.0016
C 9.83 -0.43 -3.47 -0.1469
H 9.47 -1.20 -5.48 0.0871
H 8.02 -3.09 -4.17 0.0877
H 8.20 -2.48 -1.54 0.1032
H 9.62 -0.45 -1.36 0.1348
H 10.45 0.44 -3.56 0.1015
C 5.32 -0.97 5.61 -0.1217
C 4.10 -1.42 5.02 -0.1098
C 3.15 -0.47 5.28 -0.1414
N 3.75 0.53 6.00 0.0134
C 5.07 0.24 6.20 -0.1368
H 6.27 -1.47 5.59 0.0679
H 3.94 -2.33 4.47 0.0913
H 2.11 -0.42 5.02 0.1008
H 3.28 1.36 6.33 0.1308
H 5.71 0.91 6.74 0.1042
C 7.30 -5.63 5.43 -0.1072
C 8.68 -5.91 5.68 -0.1136
C 9.37 -4.74 5.51 -0.1447
N 8.46 -3.77 5.16 0.0032
C 7.21 -4.31 5.12 -0.1440
H 6.48 -6.33 5.48 0.0899
H 9.10 -6.86 5.96 0.0881
H 10.42 -4.52 5.59 0.1029
H 8.69 -2.82 4.96 0.1361
H 6.35 -3.70 4.86 0.0886
```



Entry 2:
This record from the Open Molecules 2025 dataset describes a molecular structure, C5F15O15S5V at a distorted geometry. The level of theory is ωB97M-V/def2-TZVPD.

Values from the calculation:
<S²> = 3.753
Kohn-Sham gap (spin up / spin down) = 6.02 / 8.34 eV
Total charge = -3
HOMO (spin up / spin down) = 0.0216 / -0.0637 hartree
Max |F| = 0.09949 Eh/bohr
Spin multiplicity = 4
DFT total energy = -156526.91477 eV
E_LUMO (spin up / spin down) = 6.61 / 6.61 eV

Structure (XYZ):
```
41
Properties=species:S:1:pos:R:3:lowdin_charge:R:1
V 13.09 18.41 -17.57 0.8295
C 15.66 21.00 -20.61 -0.7249
F 15.97 22.17 -21.07 0.1406
F 15.24 20.30 -21.63 0.1558
F 16.79 20.46 -20.15 0.1118
S 14.40 21.30 -19.17 0.5323
O 13.29 21.85 -19.98 -0.3422
O 14.09 20.00 -18.60 -0.3663
O 14.96 22.20 -18.19 -0.3108
C 10.28 15.76 -19.09 -0.6283
F 9.98 16.14 -20.34 0.1234
F 9.44 14.91 -18.67 0.1698
F 11.46 15.08 -19.05 0.0840
S 10.59 17.35 -17.90 0.5737
O 9.28 17.70 -17.34 -0.3175
O 11.63 16.92 -17.00 -0.3394
O 11.22 18.44 -18.67 -0.3439
C 14.89 14.89 -15.23 -0.7299
F 15.99 14.93 -15.91 0.1334
F 13.96 14.33 -15.96 0.1579
F 15.19 14.12 -14.21 0.1212
S 14.46 16.71 -14.72 0.5787
O 13.34 16.59 -13.78 -0.3394
O 15.73 17.14 -14.09 -0.3450
O 14.20 17.44 -16.00 -0.3810
C 10.95 20.77 -13.79 -0.5956
F 10.97 19.66 -13.10 0.1597
F 9.79 20.93 -14.52 0.0597
F 11.07 21.82 -12.96 0.0973
S 12.32 20.81 -15.26 0.5724
O 13.67 20.66 -14.59 -0.3657
O 12.04 19.65 -16.12 -0.3896
O 12.23 22.04 -16.03 -0.3156
C 16.29 16.12 -19.47 -0.6019
F 17.04 17.12 -19.91 0.1145
F 16.73 14.91 -19.89 0.1018
F 16.35 16.14 -18.11 0.1069
S 14.48 16.43 -20.08 0.5610
O 13.85 17.32 -19.07 -0.3873
O 14.55 16.89 -21.46 -0.3172
O 13.90 15.09 -20.00 -0.3438
```



Entry 3:
This record from the Open Molecules 2025 dataset describes a molecular structure, C5F17NO19S7Y at a distorted geometry. The level of theory is ωB97M-V/def2-TZVPD.

Values from the calculation:
Kohn-Sham gap = 7.59 eV
Total charge = -3
HOMO = -0.0809 hartree
Max |F| = 0.21062 Eh/bohr
DFT total energy = -168667.85076 eV
E_LUMO = 5.39 eV

Structure (XYZ):
```
50
Properties=species:S:1:pos:R:3:lowdin_charge:R:1
Y -0.38 0.03 0.17 1.4960
N -2.53 0.29 0.48 -0.3155
S -3.75 0.69 -0.35 0.4557
O -4.52 1.94 -0.03 -0.2717
O -4.44 -0.38 -1.11 -0.2688
F -2.78 1.21 -1.48 -0.1978
S -3.75 -0.01 1.75 0.6309
O -4.86 -0.93 1.61 -0.2487
O -3.86 1.02 2.78 -0.2637
F -2.76 -1.04 2.58 -0.2245
C 4.44 0.64 -0.20 -0.4957
F 3.63 1.44 -1.01 0.0475
F 5.33 -0.08 -1.00 0.0546
F 4.98 1.53 0.64 0.1110
S 3.19 -0.62 0.69 0.5809
O 3.23 -0.22 2.09 -0.3320
O 1.81 -0.46 0.14 -0.4127
O 3.87 -1.87 0.41 -0.3098
C 1.02 2.52 3.86 -0.5820
F 0.99 1.75 4.95 0.1390
F 0.80 3.82 4.11 0.1014
F 2.31 2.58 3.42 0.0991
S -0.32 2.02 2.53 0.6243
O 0.10 2.29 1.12 -0.3693
O -0.33 0.52 2.47 -0.4233
O -1.54 2.66 3.02 -0.2823
C -1.27 2.18 -3.99 -0.6872
F -2.27 3.05 -4.04 0.1203
F -1.73 0.97 -3.88 0.1531
F -0.64 2.28 -5.16 0.1142
S -0.13 2.61 -2.47 0.5729
O 1.25 2.95 -2.93 -0.3454
O -1.02 3.61 -1.95 -0.3130
O -0.02 1.41 -1.62 -0.4375
C 1.24 -1.65 -4.01 -0.4671
F 0.89 -0.40 -4.56 0.0529
F 1.32 -2.67 -4.99 0.0423
F 2.40 -1.56 -3.30 0.1210
S -0.23 -2.14 -2.87 0.5771
O 0.12 -3.50 -2.42 -0.3134
O -0.34 -1.16 -1.72 -0.4385
O -1.44 -2.13 -3.67 -0.3141
C 0.46 -2.89 3.43 -0.6467
F -0.66 -2.85 4.09 0.1577
F 1.14 -1.73 3.44 0.1206
F 1.19 -3.91 3.90 0.1101
S 0.04 -3.38 1.60 0.5435
O -0.45 -2.12 1.01 -0.4268
O 1.21 -3.87 0.83 -0.3174
O -0.94 -4.44 1.64 -0.3214
```



Entry 4:
This record from the Open Molecules 2025 dataset describes a molecular structure, C5H10 at a distorted geometry. The level of theory is ωB97M-V/def2-TZVPD.

Values from the calculation:
<S²> = 0.754
Kohn-Sham gap (spin up / spin down) = 4.38 / 6.12 eV
Total charge = -1
HOMO (spin up / spin down) = -0.0024 / -0.0717 hartree
Max |F| = 0.03748 Eh/bohr
Spin multiplicity = 2
DFT total energy = -5341.85256 eV
E_LUMO (spin up / spin down) = 4.31 / 4.17 eV

Structure (XYZ):
```
15
Properties=species:S:1:pos:R:3:lowdin_charge:R:1
C -0.25 -1.10 1.46 -0.2281
C -0.16 0.09 0.49 -0.2095
C 0.42 1.31 0.73 -0.3729
C -1.38 -0.41 -2.60 -0.0859
C 1.69 0.59 0.65 -0.2234
H 0.71 -1.54 1.70 0.0291
H -0.83 -1.91 1.01 0.0240
H -0.77 -0.84 2.39 0.0356
H 0.25 2.31 0.35 0.0187
H -0.96 0.54 -2.93 0.0079
H -1.86 -0.20 -1.65 -0.0116
H -2.04 -0.78 -3.39 -0.0059
H 2.30 0.31 1.51 0.0145
H 2.30 0.72 -0.26 0.0040
H -0.55 -1.08 -2.42 0.0035
```



Entry 5:
This record from the Open Molecules 2025 dataset describes a molecular structure, C5H10 at a distorted geometry. The level of theory is ωB97M-V/def2-TZVPD.

Values from the calculation:
Kohn-Sham gap = 10.25 eV
HOMO = -0.3330 hartree
Max |F| = 0.29625 Eh/bohr
DFT total energy = -5341.35002 eV
E_LUMO = 1.19 eV

Structure (XYZ):
```
15
Properties=species:S:1:pos:R:3:lowdin_charge:R:1
C -0.42 -2.30 -0.60 -0.1208
C -0.92 -0.99 -0.01 -0.3305
C 0.07 0.06 -0.09 -0.1600
C -0.16 1.32 0.41 -0.1259
C 0.97 2.42 0.31 -0.0606
H 0.76 -2.80 0.06 0.1743
H -1.12 -3.10 -0.50 0.0279
H -0.06 -1.92 -1.65 0.0910
H -1.53 -0.65 -0.53 -0.0208
H -1.15 -1.26 1.05 0.1354
H 1.24 -0.32 -0.43 0.1720
H -1.21 1.60 0.66 0.1091
H 1.76 2.04 0.18 -0.0907
H 1.13 2.74 1.51 0.1450
H 0.63 3.16 -0.36 0.0546
```



Entry 6:
This record from the Open Molecules 2025 dataset describes C5H10 in the gas phase at a distorted geometry. The level of theory is ωB97M-V/def2-TZVPD.

Values from the calculation:
Kohn-Sham gap = 10.15 eV
HOMO = -0.3333 hartree
Max |F| = 0.07246 Eh/bohr
DFT total energy = -5344.56022 eV
SMILES = C=C(C)CC
E_LUMO = 1.08 eV

Structure (XYZ):
```
15
Properties=species:S:1:pos:R:3:lowdin_charge:R:1
C -0.63 -1.61 0.01 0.0129
C -0.07 -0.46 0.44 -0.4524
C -0.80 0.34 1.43 -0.1191
C 1.09 0.27 -0.25 -0.2470
C 0.47 1.12 -1.49 -0.1459
H -0.16 -2.37 -0.70 0.0784
H -1.64 -1.86 0.46 0.0698
H -1.69 -0.23 1.79 0.0729
H -0.21 0.74 2.27 0.0721
H -1.34 1.32 1.03 0.1148
H 1.77 -0.64 -0.55 0.1314
H 1.63 0.98 0.47 0.1112
H 1.53 1.68 -1.67 0.0799
H -0.49 1.88 -1.35 0.1089
H 0.23 0.47 -2.54 0.1119
```



Entry 7:
This record from the Open Molecules 2025 dataset describes 2 unconnected molecules or ions with the total composition C5H10 at a distorted geometry. The level of theory is ωB97M-V/def2-TZVPD.

Values from the calculation:
Kohn-Sham gap = 10.58 eV
HOMO = -0.3450 hartree
Max |F| = 0.04524 Eh/bohr
DFT total energy = -5344.96147 eV
SMILES = C=CC.C=C
E_LUMO = 1.19 eV

Structure (XYZ):
```
15
Properties=species:S:1:pos:R:3:lowdin_charge:R:1
C 0.83 1.75 -0.50 -0.0192
C -0.36 1.21 -0.20 -0.2535
C -1.56 1.77 0.47 -0.1142
H 1.48 1.28 -1.22 0.0424
H 1.11 2.70 -0.06 0.0518
H -0.43 0.20 -0.60 0.0640
H -2.41 1.10 0.52 0.0660
H -1.93 2.69 -0.01 0.0746
H -1.29 2.08 1.48 0.0769
C 0.81 -2.37 -0.68 -0.0809
C 0.71 -2.50 0.65 -0.0812
H 0.11 -3.04 -1.16 0.0431
H 1.58 -1.78 -1.13 0.0453
H 0.14 -3.29 1.11 0.0414
H 1.20 -1.81 1.33 0.0436
```



Entry 8:
This record from the Open Molecules 2025 dataset describes C5H10BNO4 in the gas phase at a distorted geometry. The level of theory is ωB97M-V/def2-TZVPD.

Values from the calculation:
Kohn-Sham gap = 9.89 eV
HOMO = -0.3498 hartree
Max |F| = 0.03602 Eh/bohr
DFT total energy = -15704.21936 eV
SMILES = CN(C)B(O)[C@@H]1COC(=O)O1
E_LUMO = 0.37 eV

Structure (XYZ):
```
21
Properties=species:S:1:pos:R:3:lowdin_charge:R:1
C 2.59 0.50 0.38 -0.0844
N 1.32 -0.24 0.49 -0.0893
C 1.36 -1.44 -0.37 -0.0625
B 0.19 0.62 0.18 -0.5134
O 0.34 1.73 -0.63 0.1692
C -1.27 0.31 0.77 -0.1301
C -1.96 -0.98 0.24 -0.0513
O -3.08 -0.45 -0.51 0.0509
C -2.76 0.84 -0.78 -0.5351
O -2.90 1.43 -1.81 0.1776
O -2.19 1.34 0.37 0.0590
H 2.55 1.43 0.92 0.0819
H 2.86 0.70 -0.64 0.0882
H 3.36 -0.10 0.85 0.0852
H 2.39 -1.63 -0.63 0.0799
H 1.03 -2.32 0.16 0.0824
H 0.81 -1.34 -1.30 0.0887
H 0.38 2.52 -0.09 0.1176
H -1.20 0.22 1.85 0.1462
H -2.41 -1.56 1.02 0.1262
H -1.38 -1.56 -0.46 0.1131
```